H16O8Sn | the ωB97M-V functional and the def2-TZVPD basis

XYZ file:
```
25
Properties=species:S:1:pos:R:3:forces:R:3
Sn 0.177 0.131 -0.105 -0.5550 -0.0391 0.1834
O -2.050 0.692 1.395 -0.3131 -0.5722 -0.6875
H -2.776 0.115 1.116 -0.2140 0.3245 -0.2803
H -1.873 0.282 2.236 0.4245 0.1106 0.9579
O 0.520 -2.121 -1.415 0.9209 1.6943 1.1851
H 1.323 -2.252 -1.901 1.1473 0.1220 -0.2390
H -0.040 -2.718 -1.835 -2.1246 -1.6933 -0.9956
O -1.990 0.046 -1.464 -0.1496 0.0178 0.2299
H -1.815 0.169 -2.404 -0.1352 -0.0220 -0.2359
H -2.931 0.252 -1.323 0.4022 -0.0792 -0.2144
O -0.678 2.530 -0.350 1.1687 -0.8063 -0.9381
H -0.353 3.111 0.314 0.8447 1.0534 0.9780
H -1.603 2.622 -0.244 -1.8539 -0.0357 -0.0328
O 1.068 0.957 -2.437 0.2428 0.0347 0.1291
H 1.003 1.860 -2.769 -0.3298 0.2745 0.0545
H 1.937 0.686 -2.754 0.0473 -0.3162 -0.1480
O 0.653 0.671 2.624 0.6266 0.1911 -0.7672
H 1.547 0.788 2.959 0.3265 0.3041 -0.1115
H 0.234 0.260 3.365 -0.7700 -0.4193 0.8827
O 2.640 -0.573 -0.078 -0.9833 -0.1916 -0.1909
H 3.161 0.159 -0.391 0.8779 0.2575 0.0713
H 3.147 -1.145 0.501 0.4933 -0.0244 0.0932
O -0.349 -1.880 1.451 -1.8348 1.6229 -2.9290
H 0.120 -2.156 2.171 2.1019 -1.2728 3.1116
H -1.074 -2.488 1.336 -0.3614 -0.5351 -0.1065
```
Forces are in eV/Å.

E_tot, eV: -22456.9229
Highest occupied orbital energy, eV: -17.216
Multiplicity: 1
HOMO-LUMO gap, eV: 10.6
LUMO energy, eV: -6.60
Max |F|, Eh/bohr: 0.077
Total charge: +2

***

C3H5O3Pb | the ωB97M-V functional and the def2-TZVPD basis

XYZ file:
```
12
Properties=species:S:1:pos:R:3:forces:R:3
C -0.676 -0.713 0.165 1.7888 -1.5839 2.6835
O -1.809 -1.147 -0.328 -1.2188 0.7967 -1.4556
O 0.389 -0.743 -0.776 -0.0779 -0.2563 -0.0014
O -0.731 0.613 0.632 -0.4121 0.0651 -0.0218
C 1.092 0.489 -0.753 0.0373 0.1246 -0.0869
C 0.564 1.165 0.510 0.1162 0.0392 0.0358
H 0.852 1.071 -1.656 0.0588 -0.1281 0.2134
H 2.173 0.299 -0.719 -0.2472 0.0270 -0.0153
H 0.481 2.254 0.420 -0.0131 -0.2669 0.0496
H 1.176 0.916 1.392 -0.1104 0.0363 -0.1872
Pb -3.072 -2.740 0.033 -0.2545 -0.4354 0.1682
H -0.438 -1.462 1.079 0.3328 1.5816 -1.3823
```
Forces are in eV/Å.

E_tot, eV: -14580.0422
Highest occupied orbital energy (alpha / beta), eV: -6.680 / -9.467
Multiplicity: 2
⟨S²⟩: 0.7525
HOMO-LUMO gap (alpha / beta), eV: 5.7 / 8.6
LUMO energy (alpha / beta), eV: -0.99 / -0.91
Max |F|, Eh/bohr: 0.070
Total charge: 0

***

C3H6O2 | the ωB97M-V functional and the def2-TZVPD basis

XYZ file:
```
11
Properties=species:S:1:pos:R:3:forces:R:3
O 1.402 -0.511 0.479 0.1237 -0.9076 0.3402
C 0.189 -0.248 1.130 -0.4086 -0.0596 0.1886
C -0.790 -0.065 -0.047 -0.3038 0.2402 0.2129
C -0.099 0.750 -1.032 -0.3160 -0.3800 -0.7203
O -0.237 -0.786 -1.134 0.2115 1.2229 -0.6672
H 0.993 -1.007 -0.336 1.5734 0.6392 1.2224
H -0.059 -1.085 1.792 -0.3506 0.0991 -0.0134
H 0.175 0.684 1.719 0.3688 -0.2420 -0.1177
H -1.866 -0.104 0.039 -0.0315 -0.0643 0.2032
H 0.782 1.303 -0.656 -0.0606 -1.1727 -0.7091
H -0.487 1.076 -1.972 -0.8064 0.6248 0.0604
```
Forces are in eV/Å.

E_tot, eV: -7300.5003
Highest occupied orbital energy, eV: -9.774
Multiplicity: 1
HOMO-LUMO gap, eV: 10.8
LUMO energy, eV: 1.05
Max |F|, Eh/bohr: 0.041
Structure (SMILES): OC[C@H]1CO1
Total charge: 0

***

C2H2O5P2 | the ωB97M-V functional and the def2-TZVPD basis

XYZ file:
```
11
Properties=species:S:1:pos:R:3:forces:R:3
C 1.785 0.158 2.788 0.7729 -1.2276 1.8111
C 0.121 -0.053 -0.408 -2.0479 0.6632 1.6764
O 2.668 -0.484 0.500 -0.7902 -0.1664 0.3969
O 2.310 1.681 -0.499 -1.0422 0.6368 0.2180
O 1.516 0.128 3.990 -0.0423 0.5915 -0.7904
O 2.004 -2.427 2.208 0.8449 0.7885 -0.3462
O 1.394 1.106 1.983 -0.9028 0.6425 -1.9376
P 2.892 -1.169 2.012 -0.5421 -1.6313 0.7982
P 1.528 0.646 0.248 2.0409 0.1159 -0.7579
H -0.486 0.642 -1.041 0.7322 -0.2243 0.3545
H -0.557 -0.273 0.511 0.9765 -0.1888 -1.4231
```
Forces are in eV/Å.

E_tot, eV: -30923.4013
Highest occupied orbital energy, eV: 0.309
Multiplicity: 1
HOMO-LUMO gap, eV: 6.6
LUMO energy, eV: 6.88
Max |F|, Eh/bohr: 0.053
Total charge: -2

***

The highest max |F| belongs to which entry?
H16O8Sn